12
Properties=species:S:1:pos:R:3 method="wB97M-V/def2-TZVPD" charge=0 energy_ev=-16105.3108 largest_force_ev_per_a=0.8 homo_energy_ha="-0.3478 / -0.3333" relative_energy_kj_mol=6.48 lumo_energy_ev="0.8 / -2.0" homo_lumo_gap_ev="10.3 / 7.1" multiplicity=2
C -1.41 1.86 -1.15
S 0.00 1.82 -0.03
H -1.34 2.84 -1.63
H -1.36 1.11 -1.94
H -2.31 1.83 -0.54
O 0.30 -1.00 2.43
C 0.25 -1.18 1.24
C 1.44 -1.52 0.40
H -0.71 -0.99 0.74
H 1.67 -0.70 -0.29
H 1.19 -2.33 -0.28
H 2.28 -1.73 1.05

=====

12
Properties=species:S:1:pos:R:3 method="wB97M-V/def2-TZVPD" charge=0 smiles=CC#CP[SiH3] energy_ev=-20387.5134 largest_force_ev_per_a=3.8 homo_energy_ha=-0.3156 relative_energy_kj_mol=23.21 lumo_energy_ev=0.7 homo_lumo_gap_ev=9.3 multiplicity=1
C 1.45 0.17 0.45
C 0.41 0.64 0.15
C 2.70 -0.51 0.87
Si -2.38 -0.07 -1.21
P -1.10 1.48 -0.12
H 2.36 -1.35 1.56
H 3.01 -1.11 -0.05
H 3.36 0.25 1.20
H -1.98 0.42 -2.45
H -2.44 -1.57 -1.05
H -3.75 0.30 -0.46
H -1.65 1.35 1.12